(1)
Computed, not measured: a single C3H8N4O molecule, with ωB97M-V/def2-TZVPD.

Last column: Mulliken charge in e.
Element x y z (Å)
1 H 0.634 -1.455 -0.896  0.26
2 N 0.829 -0.622 -0.337  -0.13
3 H 2.009 0.704 -1.177  0.27
4 N -1.452 -0.247 -0.277  0.07
5 H -1.512 -1.251 -0.053  0.33
6 H -4.516 0.577 0.328  0.26
7 C -3.617 -0.024 0.213  -0.28
8 H -3.698 -1.130 0.381  0.19
9 C 2.833 0.240 0.605  -0.68
10 C -0.186 0.335 -0.351  0.43
11 N 2.146 -0.140 -0.626  -0.54
12 N -2.536 0.534 -0.128  -0.48
13 O 0.001 1.534 -0.369  -0.55
14 H 2.911 -0.659 1.223  0.25
15 H 3.835 0.546 0.335  0.31
16 H 2.320 1.056 1.128  0.29

Atomic forces in eV per Å
0.06 0.38 0.36
0.29 -0.10 -0.61
0.09 -0.04 -0.06
0.67 -0.86 -0.02
-0.03 0.68 -0.06
0.28 -0.03 -0.04
-0.35 -0.95 0.06
0.06 0.81 -0.08
-0.27 -0.32 0.05
-0.35 0.53 0.30
-0.60 0.01 -0.10
-0.26 0.36 0.11
0.13 -0.72 -0.08
-0.03 0.29 0.10
0.23 0.15 -0.03
0.11 -0.18 0.12

HOMO-LUMO gap: 10.28 eV
Spin multiplicity: 1
Lowest unoccupied orbital energy: 0.816 eV
Structure (SMILES): C=NNC(=O)NNC
E_HOMO: -9.5 eV

---

(2)
Computed, not measured: a molecular structure, C3H8N4O, with ωB97M-V/def2-TZVPD.

Last column: Mulliken charge in e.
Element x y z (Å)
1 H 0.218 1.938 -0.050  0.30
2 C 2.456 -0.048 0.388  -0.77
3 H 2.909 -0.992 0.734  0.34
4 O -2.785 0.572 0.204  -0.57
5 C -1.622 0.617 -0.096  0.52
6 H 2.038 0.409 1.449  0.21
7 N 0.286 -1.113 -0.371  -0.65
8 C -0.963 -0.790 -0.122  0.39
9 N -1.915 -1.672 0.162  -0.51
10 H 1.729 -0.057 -1.403  0.24
11 H -2.957 -1.365 -0.548  0.36
12 N -0.877 1.806 -0.168  -0.43
13 H 3.323 0.554 0.093  0.32
14 H -1.748 -2.768 0.094  0.29
15 N 1.189 0.153 -0.472  -0.29
16 H -1.281 2.754 0.104  0.27

Atomic forces in eV per Å
-3.26 -1.77 -0.77
-2.26 1.84 4.32
-0.97 -0.42 -0.99
-1.13 1.36 -0.70
1.85 1.34 1.60
1.53 -0.95 -2.24
-0.31 2.02 0.78
3.28 1.15 -1.45
-5.02 -3.82 -2.99
-2.10 0.57 1.40
4.22 -1.22 3.39
1.89 1.98 0.83
-0.68 0.29 -0.46
0.16 3.43 -0.03
3.14 -3.44 -2.16
-0.33 -2.39 -0.54

HOMO-LUMO gap: 9.82 eV
Spin multiplicity: 1
Lowest unoccupied orbital energy: 0.696 eV
E_HOMO: -9.1 eV

---

(3)
Computed, not measured: a single C3H8N4O2 molecule, with ωB97M-V/def2-TZVPD.

Last column: Mulliken charge in e.
Element x y z (Å)
1 H 1.095 -2.492 -0.779  0.42
2 O 1.147 -1.792 -0.115  -0.52
3 H 1.408 -0.316 2.049  0.31
4 C 0.767 0.642 0.277  0.82
5 H -2.706 -0.252 0.370  0.25
6 H -0.246 0.291 2.135  0.31
7 N -1.423 1.140 -0.422  -0.73
8 N 0.399 -0.545 -1.937  -0.76
9 H -0.367 0.035 -2.271  0.28
10 C 0.292 -0.781 -0.524  0.71
11 N -1.818 -0.061 -0.115  0.53
12 N -1.029 -1.062 -0.094  -0.61
13 H 1.138 1.424 2.236  0.37
14 O 1.438 1.428 -0.337  -0.60
15 H -2.111 1.833 -0.142  0.19
16 H 1.252 -0.008 -2.106  0.27
17 C 0.764 0.516 1.774  -1.26

Atomic forces in eV per Å
0.00 0.05 -0.06
0.03 0.17 0.19
0.01 -0.12 -0.11
1.60 -1.82 -0.61
0.14 0.12 -0.48
0.20 0.00 0.05
-0.46 -0.39 -0.32
0.02 -0.32 -0.23
0.13 -0.07 0.15
0.28 2.57 0.11
1.21 0.43 1.11
-1.57 -0.71 -0.29
-0.01 0.13 0.01
-0.34 -0.03 0.26
-0.33 -0.27 0.01
-0.21 -0.08 0.14
-0.69 0.34 0.08

HOMO-LUMO gap (spin up / spin down): 9.02 / 9.02 eV
Spin multiplicity: 1
Lowest unoccupied orbital energy (spin up / spin down): 0.289 / 0.289 eV
E_HOMO (spin up / spin down): -8.7 / -8.7 eV

---

(4)
Computed, not measured: 2 unconnected molecules or ions with the total composition C3H8N4O4, with ωB97M-V/def2-TZVPD.

Last column: Mulliken charge in e.
Element x y z (Å)
1 C -1.765 -0.520 -0.344  -0.70
2 H -2.109 -1.550 -0.118  0.31
3 N 3.799 0.195 0.096  1.14
4 H 1.474 2.034 0.760  0.24
5 H -2.584 0.120 -0.043  0.36
6 C 1.600 1.012 0.249  -0.32
7 H 1.650 0.236 1.082  0.39
8 O 3.671 0.113 1.250  -0.56
9 O -0.595 -2.834 -0.151  -0.58
10 H -0.162 1.638 -0.665  0.49
11 N 0.246 -2.069 0.376  0.65
12 N 1.375 -2.054 0.731  -0.46
13 H 1.996 -2.895 0.718  0.27
14 N -0.663 -0.076 0.323  -0.38
15 O 4.714 -0.131 -0.544  -0.62
16 H -1.798 -0.368 -1.504  0.28
17 O 2.716 0.698 -0.555  -0.28
18 H 0.404 0.269 -1.455  0.37
19 C 0.269 0.705 -0.443  -0.60

Atomic forces in eV per Å
-2.55 0.37 -3.16
0.52 0.58 0.06
-1.32 0.19 0.62
1.30 -1.17 -1.14
-0.60 0.26 0.46
-1.65 -1.53 3.46
-0.29 1.45 -0.80
0.33 -0.25 3.90
2.38 0.60 1.40
-1.17 1.33 -0.20
-3.98 -0.40 -2.35
2.83 0.11 1.12
-1.15 0.02 -0.34
2.36 -0.75 1.51
1.85 -0.43 -2.55
0.55 -0.56 1.60
-0.60 1.39 -2.50
0.28 -0.06 0.33
0.94 -1.15 -1.42

HOMO-LUMO gap (spin up / spin down): 8.41 / 8.83 eV
Spin multiplicity: 1
Lowest unoccupied orbital energy (spin up / spin down): -1.001 / -0.482 eV
E_HOMO (spin up / spin down): -9.4 / -9.3 eV

---

Values of energy relative to the best compared isomer or geometry (same formula, charge and spin), in order: 264.92; 468.43; 321.54; 691.12, all in kJ/mol.
Values of E, in order: -11246.8780; -11244.7688; -13293.2868; -17380.6231, all in eV.